No. 1
ORCA calculation (wB97M-V/def2-TZVPD) on 2 unconnected molecules or ions with the total composition C8H9FN4O at a distorted geometry.

XYZ file:
```
23
Properties=species:S:1:pos:R:3
C 3.313 -0.778 2.369
C 3.826 0.259 1.588
C 1.852 -0.893 2.440
C 2.953 0.993 0.720
C 0.977 -0.120 1.649
C 1.578 0.745 0.748
C -0.223 1.708 -0.650
C -3.151 -0.634 -1.945
N 0.724 1.360 -0.072
N -1.251 2.254 -0.979
N -4.086 -1.623 -2.319
N -2.023 -0.770 -1.377
O -3.619 0.577 -1.878
F -1.547 -2.095 -1.279
H 4.122 -1.403 2.999
H 4.822 0.466 1.405
H 1.463 -1.742 3.114
H 3.396 1.792 0.130
H -0.070 -0.291 1.594
H -1.327 3.027 -1.642
H -2.916 1.201 -1.615
H -3.960 -2.576 -2.185
H -4.851 -1.458 -2.814
```

Its total charge is 0. The electronic energy comes out at -704.1066 Eh. As for the spin multiplicity: 3. The value obtained for the LUMO energy (alpha / beta) is 0.75 / -2.44 eV.

---

No. 2
ORCA calculation (wB97M-V/def2-TZVPD) on a gas-phase ion, C15H19N3S (charge +2).

XYZ file:
```
38
Properties=species:S:1:pos:R:3
C -0.022 -4.343 -0.823
C -0.618 -3.973 -2.186
S 0.472 -4.094 -3.619
C 1.751 -2.827 -3.307
N 1.387 -1.803 -2.313
C 0.386 -0.949 -2.608
C 0.010 0.025 -1.716
C 0.671 0.127 -0.489
C 0.276 1.168 0.500
C 0.232 2.515 0.146
C -0.142 3.448 1.083
N -0.477 3.079 2.331
C -0.926 4.092 3.318
C -2.423 3.963 3.570
N -3.316 3.968 2.683
C -0.447 1.783 2.694
C -0.069 0.810 1.805
C 1.705 -0.766 -0.209
C 2.041 -1.723 -1.143
H -0.618 -5.112 -0.336
H 0.995 -4.724 -0.907
H -0.013 -3.483 -0.150
H -1.094 -2.994 -2.163
H -1.406 -4.674 -2.461
H 2.671 -3.303 -2.977
H 1.945 -2.312 -4.245
H -0.083 -1.086 -3.574
H -0.797 0.698 -1.969
H 0.500 2.849 -0.846
H -0.174 4.505 0.856
H -0.349 3.948 4.229
H -0.683 5.076 2.923
H -2.733 3.855 4.608
H -2.956 4.094 1.734
H -0.744 1.548 3.707
H -0.055 -0.222 2.124
H 2.268 -0.726 0.712
H 2.836 -2.436 -0.983
```

Its total charge is +2. The electronic energy comes out at -1144.8390 Eh. As for the spin multiplicity: 1. The value obtained for the LUMO energy is -8.01 eV.

---

No. 3
ORCA calculation (wB97M-V/def2-TZVPD) on 5 unconnected molecules or ions with the total composition C3H15O4S at a distorted geometry.

XYZ file:
```
23
Properties=species:S:1:pos:R:3
C -1.622 0.972 1.363
C -1.264 0.045 0.234
C -0.678 0.582 -1.037
S 1.145 0.849 -0.807
H -1.945 0.600 2.300
H -0.934 1.763 1.564
H -2.586 1.370 1.035
H -2.207 -0.571 -0.084
H -0.521 -0.554 0.651
H -0.527 -0.158 -1.885
H -1.217 1.346 -1.533
H 1.372 -2.228 0.735
H 1.756 -0.803 0.275
O 1.875 -1.445 1.022
H 0.651 -0.887 2.659
H -0.895 -0.954 2.866
O -0.079 -0.691 3.317
H 1.089 2.183 -2.258
H 0.234 3.448 -2.478
O 0.874 2.899 -2.957
H 2.426 -2.902 -2.055
H 1.454 -1.945 -1.390
O 1.596 -2.920 -1.536
```

Its total charge is -1. The electronic energy comes out at -822.4737 Eh. For the energy above the lowest of the compared OMol25 structures with the same formula, charge and spin, the calculation gives 33.8 kcal/mol. As for the spin multiplicity: 1. The value obtained for the LUMO energy is 3.51 eV.

---

The lowest electronic energy belongs to which entry? C15H19N3S